DFT (the ωB97M-V functional and the def2-TZVPD basis) results for a structure of composition C3H8Cl3HgO2 at a distorted geometry.

Structure (XYZ):
```
17
Properties=species:S:1:pos:R:3:lowdin_charge:R:1
Hg 0.818 0.608 -0.017 0.823
C 3.287 -1.642 -0.764 -0.321
O 2.446 -1.177 0.305 -0.494
H 4.278 -1.191 -0.806 0.038
H 3.492 -2.683 -0.514 0.048
H 2.835 -1.458 -1.738 0.039
C -1.415 2.658 -1.623 -0.358
O -0.443 2.415 -0.657 -0.487
H -1.699 3.685 -1.850 0.050
H -1.191 2.353 -2.646 0.040
H -2.311 2.076 -1.407 0.043
Cl 1.095 0.704 2.692 -0.479
C -2.413 -1.203 1.805 -0.936
Cl -1.244 -0.961 0.423 0.451
Cl -1.586 -2.180 3.015 0.488
H -2.645 -0.238 2.255 0.033
H -3.304 -1.767 1.528 0.022
```

As for the LUMO energy: 2.5553 eV. As for the energy above the lowest of the compared OMol25 structures with the same formula, charge and spin: 1.760 eV. Its HOMO energy is -4.86 eV. For the HOMO-LUMO gap, the calculation gives 0.2724 hartree. Its net charge is -1.